# CH10O4

4 unconnected molecules or ions with the total composition CH10O4 in a non-equilibrium geometry (ωB97M-V/def2-TZVPD, the OMol25 dataset).

structure (SMILES) = CO.O.O.O
2S+1 = 1
relative energy (zero: lowest compared OMol25 entry of this formula, charge and spin) = 57.14 kJ/mol
electronic energy = -9388.841 eV
LUMO energy = 0.6 eV
net charge = 0

Each atom is followed by the atoms it is bonded to, with distances in Å.
Cartesian coordinates (Å):
1 O 0.958 0.836 -1.488  H9 0.950, H11 0.948
2 O -1.878 0.517 1.129  H12 0.969, H13 0.966
3 O 0.337 2.472 1.352  H10 0.961, H14 0.956
4 O -0.159 -1.573 -0.760  C5 1.426, H8 0.971
5 C 0.697 -2.624 -0.319  O4 1.426, H6 1.097, H7 1.102, H15 1.085
6 H 0.281 -3.197 0.518  C5 1.097
7 H 1.654 -2.268 0.097  C5 1.102
8 H -0.479 -1.230 0.090  O4 0.971
9 H 0.136 0.548 -1.868  O1 0.950
10 H 1.054 1.841 1.250  O3 0.961
11 H 1.278 -0.003 -1.181  O1 0.948
12 H -1.288 1.242 1.383  O2 0.969
13 H -2.338 0.972 0.411  O2 0.966
14 H 0.556 3.098 0.663  O3 0.956
15 H 0.957 -3.260 -1.158  C5 1.085